# C34H42BrIrN7O3

A structure of composition C34H42BrIrN7O3 (wB97M-V/def2-TZVPD, the Open Molecules 2025 dataset).

Element x y z (Å)
Ir1 0.31132 -1.20463 -0.77173
O1 1.51981 -0.24460 -4.47285
C1 0.95571 -0.59265 -3.47608
N1 1.50736 -0.77768 -2.20413
C2 2.87047 -0.66013 -1.89324
O2 3.77592 -0.63441 -2.67541
C3 3.08506 -0.52784 -0.41276
C4 4.31559 -0.19885 0.11797
C5 4.40887 0.01520 1.48235
C6 3.26536 -0.08579 2.26604
C7 2.07117 -0.43733 1.67140
N2 1.99111 -0.67441 0.35202
C8 -0.52824 -0.88914 -3.45950
C9 -1.29175 -0.83530 -4.60387
C10 -2.64023 -1.14008 -4.52438
C11 -3.18201 -1.49211 -3.29563
C12 -2.36639 -1.52302 -2.18479
N3 -1.06019 -1.21889 -2.26629
H1 5.15641 -0.10051 -0.55568
H2 5.35800 0.27823 1.93241
H3 3.29557 0.10153 3.33056
H4 1.15113 -0.52866 2.23399
H5 -0.80082 -0.55765 -5.52704
H6 -3.26344 -1.10697 -5.40854
H7 -4.22859 -1.74336 -3.19269
H8 -2.74492 -1.78152 -1.20942
C13 -1.61056 5.71512 2.77838
C14 -2.66069 4.84083 2.07334
C15 -3.64702 4.31689 3.11613
C16 -3.42640 5.68986 1.04186
C17 -1.95388 3.72186 1.33275
C18 -2.26103 2.36653 1.56437
C19 -1.58088 1.41253 0.87617
Br1 -1.95703 -0.39807 1.14081
C20 -0.56047 1.72474 -0.08359
O3 0.08310 0.82501 -0.70758
C21 -0.26995 3.12594 -0.36288
C22 -0.97059 4.04600 0.36418
C23 0.76309 3.53605 -1.41565
C24 0.33517 3.00204 -2.79650
C25 0.87574 5.05730 -1.51720
C26 2.14941 2.98318 -1.03974
H9 -2.12081 6.53174 3.29108
H10 -0.89922 6.15659 2.07903
H11 -1.05160 5.14484 3.52396
H12 -4.08532 5.16149 3.64857
H13 -3.15887 3.68228 3.86087
H14 -4.47027 3.76001 2.66066
H15 -3.94052 6.50020 1.56149
H16 -4.17675 5.09711 0.51404
H17 -2.75872 6.13723 0.30349
H18 -3.02633 2.08772 2.27410
H19 -0.77184 5.09301 0.19318
H20 -0.65007 3.38404 -3.07655
H21 0.30874 1.91514 -2.82561
H22 1.04997 3.33856 -3.54990
H23 -0.07081 5.52543 -1.79796
H24 1.60011 5.30192 -2.29487
H25 1.23018 5.50850 -0.58669
H26 2.16326 1.89573 -1.04049
H27 2.46193 3.34069 -0.05450
H28 2.88261 3.33187 -1.76993
C27 2.17423 -6.13901 -1.74173
N4 0.91930 -5.54440 -1.22941
C28 -0.03694 -6.37528 -0.47166
C29 0.74543 -4.25873 -1.27616
N5 0.53117 -3.12363 -1.37376
H29 1.92856 -7.09641 -2.19332
H30 2.89100 -6.28633 -0.93509
H31 2.59916 -5.48735 -2.50114
H32 0.01085 -7.38348 -0.87337
H33 -1.04409 -5.98927 -0.61089
H34 0.21600 -6.39061 0.58773
C30 2.10396 -4.48416 3.99128
C31 1.03930 -4.00800 3.05612
C32 -0.31294 -4.24919 2.99705
C33 -0.77684 -3.53479 1.87599
N6 0.21916 -2.87587 1.27974
N7 1.30942 -3.19018 2.01883
C34 -2.15849 -3.56392 1.29952
H35 1.71335 -5.27105 4.63185
H36 2.45576 -3.67451 4.63332
H37 2.96295 -4.88389 3.45030
H38 -0.88995 -4.86503 3.67038
H39 2.21489 -2.86855 1.72722
H40 -2.55469 -4.57912 1.31438
H41 -2.15809 -3.22032 0.26387
H42 -2.85843 -2.95627 1.87748

Results
spin multiplicity: 2
relative energy (zero: lowest compared OMol25 entry of this formula, charge and spin): 32.4 kcal/mol
HOMO level (alpha / beta): -13.716 / -13.958 eV
charge: +2
expectation value of S²: 0.77

# ClH2NO2P

A structure of composition ClH2NO2P (wB97M-V/def2-TZVPD, the Open Molecules 2025 dataset).

Element x y z (Å)
N1 -0.36304 0.04261 -0.05638
O1 -0.85770 -3.12148 0.90565
O2 -2.20954 -0.28719 1.85681
P1 -0.94084 -0.90811 1.33687
Cl1 0.59704 -0.50992 2.82269
H1 -1.26123 0.28121 -0.59981
H2 0.28801 -0.50977 -0.64990

Results
relative energy (zero: lowest compared OMol25 entry of this formula, charge and spin): 107.9 kcal/mol
HOMO level: -4.402 eV
charge: -1

# C32H40AsNO3P2Pt

A structure of composition C32H40AsNO3P2Pt (wB97M-V/def2-TZVPD, the Open Molecules 2025 dataset).

Element x y z (Å)
Pt1 -0.03820 0.35360 0.12011
O1 -1.67348 -0.48460 -0.56745
P1 -3.21029 -0.08567 -0.42112
C1 -3.29500 1.59236 -1.12352
P2 -1.91057 2.67565 -0.66163
O2 -1.05570 1.97939 0.51081
C2 -2.48471 4.18993 0.02579
C3 -1.72458 4.87194 0.98149
C4 -2.14390 6.11933 1.41348
C5 -3.29678 6.68672 0.88642
C6 -4.04193 6.01621 -0.07520
C7 -3.64486 4.76129 -0.50958
C8 -0.84648 2.78943 -2.07739
C9 -1.39263 2.86702 -3.36414
C10 -0.56234 3.08986 -4.44988
C11 0.80933 3.23599 -4.26143
C12 1.35368 3.18038 -2.98425
C13 0.53262 2.96885 -1.88676
C14 -3.82028 -0.03528 1.24284
C15 -4.08812 -1.25820 1.87983
C16 -4.66669 -1.26877 3.13855
C17 -5.00490 -0.06739 3.75691
C18 -4.75746 1.14703 3.12433
C19 -4.16704 1.16874 1.86968
C20 -4.11307 -1.22352 -1.40642
C21 -3.50382 -1.85707 -2.49552
C22 -4.26176 -2.68242 -3.30730
C23 -5.61882 -2.86150 -3.04762
C24 -6.22733 -2.22114 -1.97736
C25 -5.48187 -1.40053 -1.14763
H1 -4.25313 2.04965 -0.86822
H2 -3.26920 1.44705 -2.20544
H3 -0.81270 4.44169 1.37582
H4 -1.56916 6.65594 2.15587
H5 -3.61543 7.66409 1.22340
H6 -4.93257 6.47067 -0.48737
H7 -4.23235 4.25846 -1.26936
H8 -2.45903 2.78455 -3.53474
H9 -0.98392 3.16134 -5.44356
H10 1.45009 3.42133 -5.11354
H11 2.41372 3.34798 -2.84519
H12 0.94846 3.02435 -0.88733
H13 -3.88582 -2.19634 1.37351
H14 -4.89159 -2.20999 3.62287
H15 -5.48769 -0.07972 4.72580
H16 -5.04992 2.07494 3.59836
H17 -4.00511 2.12730 1.38922
H18 -2.45109 -1.71410 -2.70172
H19 -3.80098 -3.18859 -4.14455
H20 -6.20617 -3.50679 -3.68766
H21 -7.28221 -2.36461 -1.78710
H22 -5.96343 -0.90667 -0.31244
C26 1.59169 -1.09704 -0.92959
N1 2.83527 -0.41973 -0.60060
C27 4.10825 -1.02920 -1.08631
C28 2.83126 0.71498 0.06092
C29 4.08780 1.46225 0.34174
O3 1.73548 1.21495 0.51933
H23 1.77088 -2.14367 -1.18370
H24 1.07005 -0.65062 -1.78404
H25 0.93975 -1.27661 -0.00917
H26 3.87054 -1.91401 -1.66870
H27 4.73501 -1.31129 -0.24325
H28 4.63458 -0.32758 -1.72857
H29 4.62122 1.68165 -0.58487
H30 4.75931 0.85754 0.95753
H31 3.85955 2.39124 0.85568
C30 -0.68784 -1.86014 2.78109
As1 0.08779 -0.12897 2.54202
C31 -0.87283 1.26672 3.41317
C32 1.90989 -0.18435 3.12443
H32 -0.58387 -2.05712 3.85424
H33 -0.13929 -2.61857 2.22493
H34 -1.73991 -1.84322 2.50649
H35 -0.81840 1.02171 4.47943
H36 -1.90588 1.26767 3.07414
H37 -0.38888 2.22194 3.22217
H38 1.83944 -0.49416 4.17322
H39 2.36638 0.79896 3.06266
H40 2.47696 -0.93745 2.57950

Results
relative energy (zero: lowest compared OMol25 entry of this formula, charge and spin): 0.0 kcal/mol
HOMO level: -18.999 eV
charge: +4

# C8H28BClHgO10P2

A structure of composition C8H28BClHgO10P2 (wB97M-V/def2-TZVPD, the Open Molecules 2025 dataset).

Element x y z (Å)
Hg1 0.20384 -1.64845 -0.79688
Cl1 -1.06254 -2.66620 1.40994
B1 0.86448 -0.90029 -2.96611
H1 1.14111 -0.58687 -3.96083
H2 1.56760 -1.59825 -2.53865
H3 0.78084 -0.02622 -2.33902
H4 -0.08312 -1.41603 -2.94870
C1 -1.31143 2.27211 -2.97363
O1 -2.43522 2.01695 -2.15149
P1 -2.33147 0.96532 -0.88936
O2 -1.51123 -0.22075 -1.18611
O3 -1.80770 2.00029 0.26316
C2 -2.68867 2.98883 0.80449
O4 -3.90099 0.70660 -0.46173
C3 -4.56112 -0.48155 -0.95854
H5 -1.66621 2.34982 -4.00134
H6 -0.47352 1.57806 -3.03934
H7 -0.89447 3.21970 -2.63257
H8 -2.05713 3.86668 0.94104
H9 -3.08513 2.90480 1.81636
H10 -3.35217 3.07917 -0.05557
H11 -5.62076 -0.57052 -0.71908
H12 -4.01211 -1.40064 -0.75372
H13 -4.54172 -0.38611 -2.04418
C4 3.51808 2.46079 0.70124
O5 2.14539 2.50542 1.01744
P2 1.43648 1.05500 1.50535
O6 1.18126 0.06797 0.42992
O7 2.39011 0.50930 2.77187
C5 2.34520 1.34716 3.93021
O8 0.16596 1.66964 2.32320
C6 -0.79670 0.92328 3.21069
H14 4.00800 1.50242 0.52918
H15 4.07609 2.98013 1.48034
H16 3.49250 3.01705 -0.23578
H17 1.54890 2.07172 4.10056
H18 3.30433 1.86049 3.99850
H19 2.25657 0.65032 4.76369
H20 -1.75019 0.87268 2.68493
H21 -0.91071 1.39954 4.18448
H22 -0.37003 -0.06488 3.38269
C7 0.92917 -4.69894 -1.04092
C8 2.17247 -3.93970 -0.80172
O9 2.11788 -2.78889 -0.01521
O10 0.08534 -3.83053 -1.73240
H23 0.54850 -4.98288 -0.05981
H24 1.08429 -5.55041 -1.70353
H25 2.78806 -3.56425 -1.61916
H26 2.86510 -4.55394 -0.22633
H27 2.92192 -2.62562 0.48326
H28 -0.71510 -4.33930 -1.88083

Results
spin multiplicity: 2
HOMO level (alpha / beta): 0.489 / -5.343 eV
charge: -1
expectation value of S²: 0.75

# C27H61Be2ClN4O7

A structure of composition C27H61Be2ClN4O7 (wB97M-V/def2-TZVPD, the Open Molecules 2025 dataset).

Element x y z (Å)
Be1 2.12776 5.32259 -4.33750
Be2 5.27907 1.83068 0.33796
N1 0.88249 4.43556 1.87865
H1 0.90202 3.93036 0.98451
H2 1.79465 4.32305 2.31121
H3 0.13404 3.88859 2.41349
H4 0.56720 5.40401 1.88419
Cl1 1.74111 1.96221 -1.54907
O1 1.15669 0.75789 -2.11922
O2 1.74846 3.00495 -2.56277
O3 1.09202 2.41575 -0.37552
O4 3.13319 1.65055 -1.16913
C1 3.29792 -0.18238 1.84568
C2 3.67922 -1.34219 0.90346
C3 2.40751 -1.59466 0.08948
C4 2.63901 -2.35558 -1.22851
C5 3.65615 -1.62889 -2.08156
C6 4.97119 -1.44100 -1.33609
N2 4.77098 -0.88248 0.01448
O5 5.99328 -0.82104 0.70401
C7 5.73040 -2.79320 -1.30444
C8 5.85527 -0.54263 -2.20487
C9 3.91662 -2.63028 1.67466
H5 4.06767 0.34208 2.42371
H6 2.56488 -0.56957 2.55452
H7 2.74629 0.57963 1.28641
H8 1.73705 -2.25504 0.64657
H9 1.71159 -0.78884 -0.16084
H10 1.69329 -2.43629 -1.75859
H11 3.10255 -3.31377 -0.98316
H12 3.24699 -0.69448 -2.47867
H13 3.84890 -2.16676 -3.01146
H14 5.46060 -3.50628 -0.52070
H15 5.83452 -3.23971 -2.28648
H16 6.74146 -2.61880 -0.90978
H17 6.92572 -0.54830 -1.97951
H18 5.87950 -0.80872 -3.26306
H19 5.57222 0.51962 -2.22353
H20 3.25583 -2.79340 2.52200
H21 4.87677 -2.51876 2.19727
H22 4.00320 -3.52637 1.06630
H23 6.42465 -1.68383 0.54423
C10 -2.38606 4.75197 1.60844
C11 -2.50301 3.44801 2.44071
C12 -2.53197 2.27383 1.43307
C13 -2.17988 0.88820 2.02904
C14 -0.84163 0.96728 2.79895
C15 -0.87425 2.06318 3.89356
N3 -1.26422 3.33480 3.21433
O6 -0.99408 4.44400 4.06105
C16 -1.86025 1.66080 4.96677
C17 0.58649 2.11958 4.39921
C18 -3.78178 3.50764 3.28253
H24 -1.56916 4.77828 0.88047
H25 -3.26252 4.97002 0.99449
H26 -2.31791 5.64718 2.22951
H27 -3.50642 2.19099 0.95371
H28 -1.76190 2.41015 0.66785
H29 -3.02324 0.42733 2.54898
H30 -1.98121 0.14993 1.24993
H31 -0.15624 1.13335 1.95948
H32 -0.59567 -0.01259 3.21038
H33 -2.91319 1.79531 4.77697
H34 -1.62938 2.09442 5.95252
H35 -1.56225 0.67442 5.34554
H36 0.81582 3.08076 4.86034
H37 1.31060 1.94221 3.60189
H38 0.68189 1.35540 5.16977
H39 -4.22828 2.52087 3.41027
H40 -3.73021 4.18939 4.12940
H41 -4.62466 3.93564 2.72466
H42 -1.52132 4.33076 4.87086
C19 -5.05792 -2.93981 -3.61967
C20 -3.55417 -3.21232 -3.51616
C21 -2.70900 -2.45683 -4.55571
C22 -2.50675 -0.99306 -4.31372
C23 -1.89913 -0.83041 -2.89016
C24 -2.60915 -1.58809 -1.72339
N4 -2.95847 -2.93366 -2.21800
O7 -3.37578 -3.71983 -1.19572
C25 -1.52056 -1.68920 -0.63445
C26 -3.81852 -0.83911 -1.14626
C27 -3.37067 -4.75257 -3.80247
H43 -5.29390 -2.91134 -4.68656
H44 -5.33737 -1.91614 -3.34861
H45 -5.76305 -3.58480 -3.10024
H46 -1.68853 -2.85506 -4.46115
H47 -2.90490 -2.77335 -5.58078
H48 -3.46284 -0.46085 -4.23493
H49 -1.93755 -0.46107 -5.07076
H50 -1.94807 0.22807 -2.62483
H51 -0.83135 -1.04602 -2.95059
H52 -1.79992 -2.23582 0.26497
H53 -0.71323 -2.28721 -1.06476
H54 -1.14247 -0.68722 -0.45296
H55 -4.59042 -0.56575 -1.86829
H56 -4.32895 -1.39285 -0.35327
H57 -3.64215 0.11597 -0.64527
H58 -3.44712 -5.31901 -2.87098
H59 -2.35591 -4.91325 -4.16112
H60 -4.12553 -5.25513 -4.40232
H61 -4.27065 -3.48166 -0.87487

Results
relative energy (zero: lowest compared OMol25 entry of this formula, charge and spin): 0.0 kcal/mol
HOMO level: -17.017 eV
charge: +4

# C8H18B3F2N3O6

A structure of composition C8H18B3F2N3O6 (wB97M-V/def2-TZVPD, the Open Molecules 2025 dataset).

Element x y z (Å)
C1 0.42757 -0.61006 1.78305
C2 0.98508 0.68413 2.36132
N1 0.20332 1.12854 3.53516
B1 -0.89259 1.99936 3.22153
O1 -0.86063 2.98000 2.22219
B2 -1.92671 2.88581 1.35255
O2 -3.17413 2.47991 1.80995
B3 -3.03577 1.56000 2.82747
N2 -3.71411 0.27216 2.75483
C3 -3.56301 -0.53849 3.92492
O3 -3.91953 -0.30686 5.02162
F1 -2.94787 -1.67646 3.59659
C4 -5.05601 0.31570 2.27971
O4 -5.41385 -0.05928 1.22961
F2 -5.88834 0.85270 3.16252
O5 -2.15033 1.83634 3.83289
H1 -0.62013 -0.51117 1.50745
H2 1.02557 -0.83619 0.90723
H3 0.55534 -1.38146 2.53675
H4 2.00080 0.48222 2.69230
H5 1.04761 1.44402 1.58141
H6 0.81824 1.50521 4.24408
H7 -1.78798 3.08767 0.19089
C5 0.95704 -0.00921 -3.28201
C6 2.30461 -0.26573 -2.61440
C7 3.38494 -0.77858 -3.57567
O6 3.25878 -2.13803 -3.93746
C8 2.34448 -2.40891 -4.98321
N3 2.10381 -1.16573 -1.47406
H8 0.41651 -0.93530 -3.47530
H9 0.32796 0.60002 -2.63375
H10 1.07867 0.52079 -4.22837
H11 2.66217 0.69135 -2.22279
H12 4.35073 -0.70445 -3.06890
H13 3.44389 -0.14888 -4.47346
H14 2.33491 -1.60449 -5.72437
H15 1.33218 -2.56618 -4.60342
H16 2.66810 -3.32818 -5.46978
H17 2.97934 -1.25400 -0.96522
H18 1.93933 -2.09831 -1.84384

Results
HOMO level: -9.464 eV
charge: 0

# C4H4O2S2

A structure of composition C4H4O2S2 (wB97M-V/def2-TZVPD, the Open Molecules 2025 dataset).

Element x y z (Å)
C1 1.27678 0.15325 0.06913
C2 -0.02221 0.18347 -0.62481
C3 -0.71055 -1.07098 -0.11071
C4 -1.15120 1.03974 -0.18139
H1 2.01503 0.31314 1.93898
H2 0.05124 0.03861 -1.67911
H3 -0.87967 -1.91652 -0.80255
H4 -0.62111 -1.52956 1.01761
O1 1.10699 0.21207 1.39898
O2 -1.44248 2.21380 -0.02547
S1 2.79157 0.43189 -0.69159
S2 -2.41439 -0.06891 -0.30907

Results
relative energy (zero: lowest compared OMol25 entry of this formula, charge and spin): 45.3 kcal/mol
HOMO level: -9.238 eV
charge: 0

# C5H11NOS

A structure of composition C5H11NOS (wB97M-V/def2-TZVPD, the Open Molecules 2025 dataset).

Element x y z (Å)
C1 -1.18816 0.14376 -2.11940
C2 0.67283 0.57164 -0.11228
C3 -0.45236 0.77013 0.91429
C4 -0.70306 -0.64289 0.94637
C5 0.68314 -0.84215 0.34791
H1 -2.05947 0.17999 -1.38349
H2 -0.85330 -0.80784 -1.81275
H3 -1.40290 0.31299 -3.18480
H4 1.56385 1.24062 0.07635
H5 -1.47278 1.30957 0.68082
H6 0.20183 1.27063 1.74937
H7 -1.36038 -1.08592 0.16981
H8 -1.32815 -0.47013 3.01967
H9 -1.53134 -1.93949 2.32471
H10 1.11488 -1.61300 -0.49785
H11 1.08866 -1.74847 1.96817
N1 -0.83279 -1.13207 2.20081
O1 1.65588 -0.79650 1.31514
S1 0.28421 1.10279 -1.80614

Results
relative energy (zero: lowest compared OMol25 entry of this formula, charge and spin): 134.9 kcal/mol
HOMO level: -8.194 eV
charge: 0

| no. | energy (eV) |
| --- | --- |
| 1 | -125381.5804 |
| 2 | -27429.2063 |
| 3 | -124090.1994 |
| 4 | -65174.8527 |
| 5 | -62544.5248 |
| 6 | -32815.0397 |
| 7 | -29975.7666 |
| 8 | -19731.2454 |